{"formula": "C20H19F3N2O3S", "method": "ωB97M-V/def2-TZVPD", "elements": ["H", "C", "H", "H", "H", "C", "C", "H", "H", "O", "C", "N", "O", "F", "C", "N", "H", "H", "C", "H", "C", "C", "H", "C", "S", "O", "H", "C", "H", "C", "C", "H", "C", "H", "H", "F", "C", "C", "H", "F", "C", "C", "C", "H", "C", "C", "H", "H"], "coordinates": [[-1.97758, 2.64619, 4.43828], [-1.24141, -2.02700, -2.14832], [1.55758, 0.56024, -4.75983], [-2.03157, -2.23533, -2.89373], [-3.44394, -0.39658, -2.31306], [-0.27146, 1.75958, 3.29610], [-2.76380, -0.08972, -1.47427], [-0.97183, -3.04968, -1.73309], [-0.74552, 2.77758, 6.51125], [-4.44000, -1.37413, 1.76390], [1.40347, -0.21606, -4.03615], [-2.19071, -0.62683, 1.15366], [-1.11968, -2.59315, 0.57873], [3.07809, -0.66426, -6.70563], [-1.00822, 2.22124, 4.45451], [-1.80862, -1.15889, -1.08904], [1.52468, 2.29874, 6.60265], [-0.63423, -0.78454, 2.58921], [-3.39561, -0.75554, 1.87077], [-0.43874, 1.28068, 1.19120], [1.07319, 1.43847, 3.43482], [-1.43051, -0.17140, 2.30347], [3.37265, -1.92037, -1.84005], [4.02137, 0.15029, -6.08627], [4.30980, -0.42689, -4.33627], [4.79477, 0.87876, -3.72713], [-2.24354, 0.82164, -1.66074], [0.09095, -1.50182, -2.62871], [-3.47602, 0.14529, -0.67780], [-0.28107, 2.39176, 5.62350], [1.26852, -2.00623, -2.03360], [2.91334, 1.66898, 4.70195], [1.09642, 2.10595, 5.70026], [1.18087, -2.74257, -1.22099], [-0.65543, 0.09338, -4.04737], [5.21831, -0.10852, -6.74975], [2.55917, -1.59544, -2.46673], [1.81018, 1.67405, 4.59300], [-2.39930, -1.30210, 3.71201], [3.82858, 1.50599, -6.21232], [-2.66659, -0.44344, 3.15815], [2.65383, -0.72792, -3.54564], [0.14339, -0.52555, -3.62202], [-1.82339, 1.88018, 1.89617], [-0.95045, 1.26588, 2.07437], [-1.74742, -1.57830, 0.24289], [-3.21628, 0.39180, 3.61646], [1.47373, 1.06561, 2.50119]], "homo_ev": -9.27, "molar_mass_g_mol": 424.44, "e_above_lowest_kcal_mol": 13.2}

---

{"formula": "C10H15N2O2S", "method": "ωB97M-V/def2-TZVPD", "elements": ["C", "H", "H", "H", "H", "H", "C", "C", "H", "H", "C", "H", "O", "N", "H", "H", "C", "H", "H", "H", "S", "N", "H", "C", "C", "H", "C", "C", "C", "O"], "coordinates": [[-4.53003, -0.36050, 0.60478], [4.98191, 0.25279, -1.48517], [-2.62099, -0.99964, -1.35197], [5.09382, -2.38501, 0.03854], [-2.52985, 0.18314, 1.45508], [2.95040, -0.48683, -2.39788], [3.39198, -0.76139, -0.37382], [-0.81775, -1.34186, -0.35673], [2.01586, 0.54834, -1.38831], [-1.63617, 1.51653, -0.22365], [-2.42272, 0.84384, -0.46054], [4.48927, -2.27219, -1.63056], [1.08546, -2.33046, 2.23743], [1.49413, -1.89170, 1.15888], [5.31974, 0.27247, 0.33778], [1.65789, -1.27873, -1.64544], [4.77709, -0.21125, -0.55252], [-6.40510, -0.36230, 1.64391], [-2.96899, 1.10820, -1.42521], [-4.90275, 0.04214, 2.67977], [2.74597, -0.41286, 1.23568], [0.01691, -0.92840, 0.50878], [-0.37643, -0.13669, 1.07214], [2.40250, -0.51376, -1.40937], [-3.05974, -0.04575, 0.55740], [-4.85319, -0.54541, -0.45365], [4.56896, -1.73353, -0.71586], [-5.34249, -0.24697, 1.68973], [-2.14720, -0.68708, -0.45856], [-0.71901, -2.31630, -1.14268]], "homo_ev": -3.79, "molar_mass_g_mol": 227.31, "charge": -1}

---

{"formula": "C4H6N2O", "method": "ωB97M-V/def2-TZVPD", "elements": ["C", "H", "O", "H", "C", "N", "N", "H", "H", "C", "H", "C", "H"], "coordinates": [[-0.43214, 0.17440, 1.17950], [-0.94623, -0.75470, 0.91884], [1.59086, -0.49276, -0.22419], [-0.61451, 1.16189, -0.75982], [1.11916, -1.13795, -1.22130], [-2.15738, 1.83942, 2.23615], [0.00154, -0.83785, -1.68621], [0.93427, 1.50010, 0.08889], [0.36026, -0.06136, 1.89062], [-1.39895, 1.08640, 1.78513], [-0.31473, -1.35054, -2.50077], [0.13958, 0.80275, -0.06655], [1.71828, -1.92980, -1.64031]], "homo_ev": -10.16, "molar_mass_g_mol": 98.10, "e_above_lowest_kcal_mol": 82.9}

---

{"formula": "C19H52Cd2N3O9", "method": "ωB97M-V/def2-TZVPD", "elements": ["C", "C", "H", "Cd", "H", "H", "H", "H", "H", "H", "H", "H", "H", "C", "O", "H", "C", "H", "H", "C", "H", "H", "H", "H", "O", "H", "C", "H", "H", "H", "O", "H", "H", "H", "H", "H", "C", "C", "C", "C", "H", "N", "H", "H", "H", "H", "C", "O", "H", "H", "Cd", "O", "H", "C", "H", "O", "H", "C", "N", "H", "C", "H", "H", "H", "C", "O", "O", "H", "C", "H", "H", "H", "H", "H", "C", "H", "N", "H", "H", "C", "H", "O", "H", "C", "H"], "coordinates": [[-2.49564, 13.50041, 5.76614], [-3.87874, -2.94882, -6.09400], [-4.84869, -4.90828, -4.21523], [-5.54808, -3.79248, 5.55755], [3.92701, -3.16599, 6.34145], [-4.75481, -3.19180, -6.69530], [3.68997, -2.20751, 5.19383], [4.63145, -8.01463, -0.57455], [-0.64384, 6.44926, 2.67633], [-2.21946, 14.53969, 5.94428], [3.99387, -10.33823, -1.63607], [-2.68967, -1.08570, -5.14472], [9.81046, -5.07018, -5.59741], [-3.42969, -1.33443, -4.38405], [7.92131, -5.59567, -4.98389], [0.04706, -3.60182, 2.38726], [-2.38178, 10.57615, 5.71892], [-1.82227, 13.11773, 4.99918], [5.64790, -6.46614, -5.26512], [-0.21300, 9.67290, 4.98264], [-6.05995, 2.40516, -4.71833], [6.70504, -4.39642, -3.82140], [5.28893, -5.96750, -1.55931], [-2.29786, 0.64450, 5.63629], [-1.62192, -3.46251, 3.64140], [0.76167, 9.51107, 5.44297], [-4.35472, -5.73408, -4.72724], [-2.31306, 10.95535, 4.69933], [9.24872, -3.90389, -4.51849], [-2.78456, 11.00021, 7.84093], [-2.31385, 12.68191, 6.94327], [6.19807, -7.34742, -3.87001], [-2.84678, 9.59135, 5.76408], [-2.76634, -1.88526, -3.71724], [-1.01274, -2.29381, 2.07938], [-4.58115, 2.80613, -3.89895], [0.22932, 6.41463, 3.32787], [-2.96307, 11.49494, 6.88622], [-5.24936, 1.97631, -4.12913], [-1.01131, -3.34123, 2.38109], [-3.36597, -2.30545, -6.80901], [-1.02097, 10.24917, 6.04924], [-5.13621, -6.46560, -4.93277], [3.77164, -6.43465, -4.05166], [-2.42532, -4.08861, -4.92326], [7.52466, -5.86712, -3.02692], [-0.70998, 8.27071, 4.52936], [3.18232, -8.45373, -1.90988], [-4.04213, 11.61961, 6.79578], [-1.46703, -4.02652, 1.66639], [-0.46224, -2.56363, 7.89132], [0.36363, 7.79258, 3.69662], [2.21039, -10.14767, -1.66455], [9.17445, -4.97298, -4.71755], [-2.22934, -4.39555, -6.62797], [3.42154, -2.39173, 6.09397], [-3.51281, 13.43875, 5.37927], [6.97026, -5.45260, -3.86889], [-4.41474, -2.19121, -4.96770], [-0.74838, 7.62161, 5.40418], [4.43294, -6.38981, -2.08566], [-1.66306, 8.23538, 4.00165], [3.02555, -9.63378, -0.21401], [9.61383, -5.55809, -3.90966], [-2.97773, -4.25467, -5.84812], [-1.76303, 0.75732, 6.42207], [-4.65120, 0.75303, -4.61634], [-0.48180, 11.06720, 6.29463], [-3.84455, 0.05161, -3.67982], [-4.42923, -0.10487, -2.77330], [-5.67809, 1.63918, -3.18540], [-2.26590, 1.35976, 6.97018], [3.57778, -5.79248, -1.76943], [-0.02380, 5.83476, 4.21543], [4.49624, -7.91541, -1.65157], [-5.17893, -1.55371, -5.14006], [4.57517, -6.08248, -3.55124], [5.30146, -8.45419, -2.15100], [1.18675, 6.12565, 2.89438], [3.15011, -9.74030, -1.29162], [-3.54586, -6.04867, -4.06779], [-3.77586, -5.40976, -5.95789], [-0.01376, 10.32703, 4.13380], [5.80032, -6.38401, -4.18896], [-2.94983, 0.65235, -3.51646]], "homo_ev": -13.50, "molar_mass_g_mol": 691.46, "e_above_lowest_kcal_mol": 177.6, "charge": 3}

---

{"formula": "C18H20ClNO4V", "method": "ωB97M-V/def2-TZVPD", "elements": ["Cl", "C", "H", "H", "O", "H", "H", "C", "C", "H", "C", "C", "H", "H", "H", "C", "H", "C", "C", "C", "C", "C", "H", "C", "C", "H", "H", "C", "H", "V", "H", "H", "H", "H", "O", "C", "C", "H", "O", "N", "C", "H", "O", "C", "H"], "coordinates": [[1.36859, -5.16029, -1.73018], [2.23479, -2.19814, 0.71965], [-4.21730, -0.60800, 1.72655], [3.39967, -3.24591, -0.63698], [-3.90117, 0.30764, 1.89731], [0.25853, -2.06669, -1.30608], [1.72765, -0.18294, -4.11574], [-0.42975, 4.06252, 1.31660], [-2.06627, 1.84802, 1.45882], [-1.24590, -1.27997, -1.16693], [-2.62096, 3.09972, 1.84326], [1.33854, 2.41614, 0.41149], [-0.38565, -1.07310, -3.56152], [1.90723, -1.48082, -2.95272], [3.05220, -1.48027, 0.79601], [0.02245, -0.46729, -2.73452], [-2.07312, 5.06554, 2.15634], [2.44213, -3.29102, -0.07549], [-0.55582, 0.93901, -2.67862], [0.95020, -2.03790, 1.39678], [-0.06645, 2.81270, 0.82002], [1.40517, -4.14365, -0.33375], [0.25748, 4.92559, 1.37508], [-2.63846, 0.40322, 1.51141], [1.51775, -0.45960, -3.08165], [-0.15933, -0.92865, 2.84390], [2.09818, 0.23867, -2.42742], [0.23140, -4.12159, 0.43354], [2.18469, 4.26751, 0.62984], [0.06794, -0.11438, 0.30690], [-0.23064, 1.44791, -1.74917], [-1.63753, 0.81877, -2.59281], [-0.54592, -4.86573, 0.22567], [1.42408, -0.20942, 2.50983], [2.26233, 3.32401, 0.32879], [-1.71709, 4.13428, 1.78628], [-0.16985, -1.12198, -1.39975], [-0.38379, 1.60269, -3.55419], [-1.89286, -0.50564, 1.11633], [-0.82216, 1.73950, 0.91133], [-0.03243, -3.05338, 1.25461], [-0.89987, -2.96860, 1.77173], [1.59883, 1.25808, 0.17187], [0.58676, -0.83764, 2.14813], [-3.64430, 3.19106, 2.22944]], "spin_multiplicity": 2, "homo_ev": [-14.83, -14.47], "s_squared": 0.934, "molar_mass_g_mol": 400.76, "e_above_lowest_kcal_mol": 1.3, "charge": 2}

---

{"formula": "C23H54GeHfO8Si3", "method": "ωB97M-V/def2-TZVPD", "elements": ["H", "O", "C", "H", "O", "H", "H", "C", "C", "H", "C", "C", "H", "C", "H", "H", "C", "C", "H", "H", "C", "H", "H", "C", "C", "C", "H", "Si", "H", "H", "H", "H", "O", "H", "O", "O", "H", "Si", "Ge", "H", "H", "H", "H", "C", "H", "H", "H", "C", "H", "C", "H", "O", "H", "Si", "H", "C", "H", "H", "O", "C", "H", "H", "H", "H", "H", "H", "H", "H", "H", "O", "H", "C", "H", "H", "H", "C", "C", "H", "Hf", "H", "H", "H", "H", "H", "H", "H", "C", "C", "C", "H"], "coordinates": [[2.07077, 4.21262, -1.59524], [-1.84663, 1.22500, 1.10173], [1.39760, 3.38224, 2.26635], [-2.96186, -2.79841, 2.95808], [-0.42071, -2.49780, -0.29053], [0.24670, -3.50276, -3.35081], [4.23066, 2.30001, 3.22473], [2.58473, 0.84638, -3.26509], [1.46136, 3.31185, -1.68725], [-0.81447, 2.99703, 0.82418], [1.75468, 0.61539, 3.67217], [2.99362, -2.33311, -1.87302], [4.31270, 3.23526, -0.53320], [-4.93565, -1.19967, 1.00412], [-0.68793, 1.63637, 2.76241], [2.04378, 3.97717, 2.91569], [-1.21638, 1.31283, -2.78295], [-4.09498, -0.87751, -2.13229], [4.37621, 2.70847, 1.52858], [4.79347, 2.71472, -2.14174], [-4.98051, -0.14788, -1.14477], [0.52826, -4.41875, -1.82994], [5.29131, -0.36338, 0.73454], [-2.53506, 0.64677, -3.10183], [-2.06913, 2.48556, -0.86078], [4.33970, 2.37646, -1.20317], [-5.08766, 0.90612, -1.41667], [3.22440, -1.43448, -0.25456], [3.70552, -3.12522, 1.39614], [-1.42287, -0.36377, 3.97188], [2.34644, 1.51984, -4.09095], [-3.99856, -1.93689, -1.90426], [-0.92295, -0.95852, 2.03754], [2.00262, -2.34420, -2.31173], [-1.14111, 1.48056, -1.34170], [-2.76046, -0.32480, -2.06568], [-6.00601, -1.32509, 0.82179], [2.63371, 1.83564, -1.68039], [1.47151, 0.39791, 0.16364], [-0.64775, -2.43193, 3.47558], [-1.87001, 3.43128, -1.37008], [-0.36590, 0.69794, -3.05221], [4.99526, 1.61848, -0.78028], [5.00067, -0.90213, -0.16092], [-2.57218, 3.17710, 1.11249], [3.56445, 0.41765, -3.47422], [2.52306, -0.14383, 3.82162], [-0.12385, -3.72330, -2.35412], [5.34748, -0.36361, -1.04095], [-1.77643, -0.21644, 2.94881], [-2.48865, 0.15784, -4.07842], [-0.37383, -1.32410, -2.07895], [-4.54187, -3.27227, 1.50343], [2.18600, 1.67641, 2.17963], [-3.09143, 2.16424, -1.06015], [4.02842, 1.93739, 2.21197], [-2.18325, -4.02992, 1.95335], [-1.12581, 2.28766, -3.26468], [-4.38412, -0.19908, 0.14890], [-2.27093, -2.95413, 2.12518], [-0.11224, -2.82268, 1.83880], [1.97953, -3.15507, 1.05485], [1.37679, 3.90055, 1.30884], [-1.10524, -4.19660, -2.43866], [-4.36443, -2.91459, -0.20322], [3.30944, -3.36690, -1.70831], [4.63086, 1.04648, 2.07331], [0.79826, 0.10593, 3.62294], [-2.44979, 1.82353, 3.00187], [-2.78715, -2.28918, 0.96165], [0.40424, 3.43215, 2.70829], [-0.28714, -2.48197, -1.57064], [-5.98386, -0.57999, -1.14492], [0.92197, 3.37024, -2.63075], [1.86255, 0.03243, -3.26900], [2.82414, -2.49818, 1.23706], [-4.20652, -2.51223, 0.79596], [3.66515, -1.91551, -2.62274], [-1.09302, -0.51308, -0.18397], [-4.46495, -0.79447, -3.15597], [-4.82842, -0.83819, 2.02923], [5.54901, -1.85067, -0.14858], [-2.79649, -0.58452, 2.85796], [1.76456, 1.24814, 4.56208], [0.74080, 3.32716, -0.87354], [2.65982, -1.94310, 2.15961], [-0.90307, -2.36704, 2.41641], [-1.80611, 2.58655, 0.60607], [-1.66925, 1.21556, 2.53953], [-3.36555, 1.35806, -3.11520]], "spin_multiplicity": 2, "homo_ev": [-16.09, -16.33], "s_squared": 0.754, "molar_mass_g_mol": 794.04, "e_above_lowest_kcal_mol": 21.6, "charge": 3}